# 1
{
  "formula": "C16H27N6O11P",
  "method": "ωB97M-V/def2-TZVPD",
  "smiles": "Nc1ccn([C@H]2O[C@H](CO)[C@@H](OP(=O)(O)O)[C@@H]2O)c(=O)n1.CNC(=O)[C@H](CC(N)=O)NC(C)=O",
  "molar_mass_g_mol": 510.4,
  "lumo_energy_ev": 0.081,
  "fmax_ev_per_a": 2.99,
  "elements": ["N", "C", "C", "C", "N", "C", "O", "C", "C", "O", "C", "O", "P", "O", "O", "O", "C", "O", "C", "O", "N", "H", "H", "H", "H", "H", "H", "H", "H", "H", "H", "H", "H", "H", "H", "C", "N", "C", "O", "C", "C", "C", "N", "O", "N", "C", "C", "O", "H", "H", "H", "H", "H", "H", "H", "H", "H", "H", "H", "H", "H"],
  "xyz": [[-3.46335, -1.70664, -3.29515], [-2.79806, -1.72250, -2.12208], [-2.50381, -2.96336, -1.47167], [-1.81333, -2.92582, -0.29431], [-1.43799, -1.68852, 0.22724], [-0.88914, -1.75339, 1.58268], [0.39447, -2.37761, 1.53965], [0.95646, -2.25438, 2.85598], [0.84298, -3.58192, 3.62006], [-0.51357, -4.05910, 3.65919], [0.19575, -1.10285, 3.54115], [1.08999, -0.12368, 4.09426], [1.31413, -0.21876, 5.69828], [0.81142, -1.46453, 6.30472], [0.55075, 0.98316, 6.36773], [2.84273, -0.17221, 6.06067], [-0.59290, -0.49550, 2.39305], [-1.78125, 0.18941, 2.82300], [-1.83272, -0.53893, -0.45469], [-1.62202, 0.58870, -0.03605], [-2.49106, -0.55982, -1.66573], [-3.93299, -2.55335, -3.58778], [-3.82109, -0.79828, -3.56501], [-2.79909, -3.90590, -1.91572], [-1.54690, -3.84787, 0.22184], [-1.57613, -2.35951, 2.18674], [2.01433, -1.98640, 2.76556], [1.21914, -3.44822, 4.63943], [1.47740, -4.32670, 3.12862], [-0.57795, -4.85839, 4.21144], [-0.52094, -1.49535, 4.27242], [-0.34926, 0.81917, 6.06353], [2.78550, -0.33081, 7.00841], [0.05907, 0.17922, 1.82566], [-2.12785, 0.69982, 2.05927], [-2.21447, 2.31041, -3.84580], [-1.16094, 1.85750, -2.94233], [0.11556, 2.24878, -3.01090], [0.50928, 3.04713, -3.86184], [1.08248, 1.69506, -1.94248], [2.11364, 2.72265, -1.44380], [1.42324, 3.89502, -0.77352], [1.03197, 4.89646, -1.52413], [1.19992, 3.90881, 0.42145], [1.74723, 0.43040, -2.29704], [2.43403, 0.06448, -3.38152], [2.66585, 1.00542, -4.54546], [2.89393, -1.06516, -3.43921], [-2.13152, 3.38738, -4.00281], [-2.11761, 1.80470, -4.80729], [-3.18963, 2.08716, -3.41160], [-1.42824, 1.22095, -2.19681], [0.46070, 1.47476, -1.07487], [2.76528, 2.25566, -0.70533], [2.72546, 3.08861, -2.26556], [1.09456, 4.81448, -2.52831], [0.56087, 5.64900, -1.05789], [1.67947, -0.30598, -1.61156], [1.73942, 1.12503, -5.10252], [3.01683, 1.96982, -4.19106], [3.41998, 0.57230, -5.20018]]
}


# 2
{
  "formula": "HN2O5S",
  "method": "ωB97M-V/def2-TZVPD",
  "de_lowest_ev": 2.4972,
  "total_charge": -1,
  "molar_mass_g_mol": 141.1,
  "lumo_energy_ev": [3.391, 3.391],
  "fmax_ev_per_a": 3.50,
  "elements": ["N", "N", "O", "O", "O", "O", "O", "S", "H"],
  "xyz": [[-0.07344, -1.67319, -1.27867], [-0.51740, -0.49284, -1.39721], [-0.54835, 0.98920, 1.18790], [-0.12946, 0.31413, -2.21439], [-2.17890, -0.97803, 1.01660], [-2.60874, 1.26468, -0.17285], [-0.62739, -2.38252, -0.31140], [-1.63497, 0.34014, 0.42117], [-1.32062, -2.00435, 0.34108]]
}


# 3
{
  "formula": "C13H21NO4",
  "method": "ωB97M-V/def2-TZVPD",
  "de_lowest_ev": 0.3400,
  "smiles": "CCCCCCN1C[C@@H](C(=O)OCC)C(=O)C1=O",
  "molar_mass_g_mol": 255.3,
  "lumo_energy_ev": 0.116,
  "fmax_ev_per_a": 0.66,
  "elements": ["C", "C", "C", "C", "C", "C", "N", "C", "C", "C", "O", "O", "C", "C", "C", "O", "C", "O", "H", "H", "H", "H", "H", "H", "H", "H", "H", "H", "H", "H", "H", "H", "H", "H", "H", "H", "H", "H", "H"],
  "xyz": [[5.82206, 1.01184, 0.23090], [5.21759, 0.09724, 1.28972], [3.71142, -0.10441, 1.11771], [3.35585, -0.87972, -0.15022], [1.88226, -1.27969, -0.21315], [0.95786, -0.06546, -0.33524], [-0.40524, -0.44162, -0.61192], [-1.23574, -1.05252, 0.39891], [-2.64057, -1.07727, -0.19571], [-3.54794, -0.00439, 0.40659], [-3.14133, 0.93939, 1.02925], [-4.81266, -0.26747, 0.12808], [-5.78613, 0.72098, 0.48674], [-5.84134, 1.83055, -0.55177], [-2.44896, -0.68409, -1.66070], [-3.28474, -0.71357, -2.51529], [-1.00350, -0.21457, -1.79726], [-0.49745, 0.27808, -2.77979], [5.75128, 0.56616, -0.75755], [6.87268, 1.19333, 0.44537], [5.30565, 1.96917, 0.21584], [5.39878, 0.53173, 2.27570], [5.71824, -0.87325, 1.26031], [3.33211, -0.65314, 1.98381], [3.22671, 0.87319, 1.10247], [3.59598, -0.28231, -1.03022], [3.96207, -1.78790, -0.18742], [1.72428, -1.91820, -1.08517], [1.62326, -1.85317, 0.67996], [0.97566, 0.52490, 0.58548], [1.28112, 0.55941, -1.17178], [-1.20629, -0.44882, 1.31346], [-0.88236, -2.06383, 0.62813], [-3.15341, -2.03674, -0.13018], [-5.53369, 1.12577, 1.47214], [-6.73033, 0.17603, 0.53554], [-6.00606, 1.40752, -1.53960], [-4.90521, 2.38372, -0.55904], [-6.65195, 2.51314, -0.31412]]
}